# 1
208
Properties=species:S:1:pos:R:3:lowdin_charge:R:1 method="wB97M-V/def2-TZVPD" charge=0 smiles=COCCNCCOC.COCCNCCOC.COCCNCCOC.COCCNCCOC.COCCNCCOC.COCCNCCOC.COCCNCCOC.OCCO.OCCO.OCCO.OCCO orbital_gap_ha=0.326
C -4.165 1.145 0.592 -0.058
O -2.907 1.863 0.730 -0.193
C -2.874 2.597 1.903 -0.248
C -2.565 1.848 3.160 -0.180
N -1.334 1.004 3.101 -0.036
C -0.584 1.017 4.346 -0.197
C 0.399 -0.116 4.409 -0.168
O 1.391 -0.083 3.347 -0.260
C 2.426 -1.076 3.472 -0.036
H -4.497 0.680 1.520 0.072
H -4.009 0.357 -0.145 0.065
H -4.993 1.799 0.317 0.082
H -3.825 3.130 1.913 0.123
H -2.057 3.298 1.732 0.134
H -3.413 1.283 3.546 0.108
H -2.428 2.554 3.979 0.115
H -0.801 1.560 2.447 0.093
H -1.291 0.866 5.162 0.126
H -0.098 1.957 4.605 0.129
H -0.044 -1.109 4.333 0.126
H 0.947 -0.082 5.351 0.122
H 2.890 -0.929 4.448 0.096
H 3.038 -0.832 2.604 0.079
H 2.042 -2.086 3.329 0.081
C -1.450 2.895 -3.072 -0.114
O -2.581 3.636 -3.392 -0.163
C -3.813 2.915 -3.211 -0.229
C -4.992 3.807 -3.439 -0.186
N -4.941 5.014 -2.544 -0.029
C -5.073 4.698 -1.096 -0.218
C -5.103 5.926 -0.228 -0.221
O -6.029 6.876 -0.727 -0.188
C -7.373 6.487 -0.679 -0.119
H -0.564 3.489 -3.297 0.062
H -1.343 1.999 -3.682 0.087
H -1.430 2.676 -2.004 0.087
H -3.971 2.405 -2.261 0.100
H -3.784 2.101 -3.935 0.108
H -5.927 3.250 -3.387 0.108
H -5.038 4.142 -4.475 0.116
H -5.400 5.846 -2.888 0.102
H -4.131 4.289 -0.730 0.107
H -5.910 4.012 -0.968 0.106
H -4.091 6.299 -0.068 0.128
H -5.436 5.606 0.759 0.115
H -7.984 7.107 -0.022 0.085
H -7.544 5.500 -0.250 0.081
H -7.700 6.488 -1.719 0.091
C 8.499 7.982 6.043 -0.057
O 7.900 7.355 4.860 -0.226
C 7.147 6.193 5.137 -0.236
C 6.724 5.488 3.837 -0.217
N 7.886 5.007 3.142 -0.058
C 7.686 4.576 1.749 -0.186
C 6.764 3.353 1.685 -0.212
O 5.376 3.689 1.819 -0.211
C 4.575 2.561 1.994 -0.129
H 8.719 9.002 5.725 0.083
H 9.449 7.493 6.257 0.085
H 7.708 7.939 6.792 0.083
H 6.264 6.579 5.648 0.117
H 7.696 5.494 5.767 0.122
H 6.234 6.243 3.224 0.121
H 6.009 4.691 4.046 0.116
H 8.508 5.799 3.217 0.098
H 8.519 4.272 1.115 0.112
H 7.295 5.364 1.105 0.115
H 7.014 2.595 2.428 0.122
H 6.960 2.913 0.708 0.096
H 4.619 1.868 1.154 0.075
H 3.557 2.936 2.097 0.086
H 4.740 2.146 2.988 0.090
C 4.662 -7.617 4.149 -0.104
O 3.321 -7.265 3.834 -0.189
C 2.486 -7.264 4.946 -0.247
C 1.060 -6.898 4.553 -0.227
N 0.961 -5.588 4.004 -0.061
C -0.305 -5.187 3.443 -0.218
C -0.168 -4.262 2.273 -0.225
O 0.507 -4.859 1.178 -0.165
C 0.817 -3.940 0.134 -0.097
H 4.722 -8.508 4.775 0.081
H 5.182 -6.861 4.738 0.082
H 5.228 -7.769 3.230 0.089
H 2.873 -6.522 5.644 0.121
H 2.574 -8.260 5.381 0.119
H 0.431 -6.943 5.442 0.121
H 0.688 -7.692 3.906 0.120
H 1.625 -5.588 3.244 0.100
H -0.875 -4.697 4.232 0.119
H -0.861 -6.070 3.131 0.119
H 0.255 -3.324 2.632 0.104
H -1.198 -4.124 1.945 0.119
H -0.056 -3.695 -0.471 0.082
H 1.603 -4.360 -0.493 0.085
H 1.319 -3.035 0.475 0.068
C -4.002 -3.275 0.033 -0.120
O -4.340 -3.380 1.375 -0.181
C -4.086 -2.193 2.107 -0.211
C -4.587 -2.186 3.564 -0.203
N -6.022 -2.386 3.546 -0.056
C -6.580 -2.692 4.925 -0.170
C -8.049 -3.206 4.995 -0.198
O -8.161 -4.400 4.191 -0.208
C -9.499 -4.798 4.017 -0.124
H -2.936 -3.283 -0.197 0.082
H -4.533 -2.482 -0.492 0.075
H -4.348 -4.174 -0.477 0.094
H -4.531 -1.362 1.560 0.088
H -3.006 -2.092 1.998 0.111
H -4.226 -1.321 4.121 0.113
H -4.149 -3.094 3.976 0.110
H -6.274 -3.212 3.023 0.095
H -6.410 -1.844 5.589 0.110
H -6.015 -3.543 5.305 0.105
H -8.741 -2.504 4.529 0.110
H -8.397 -3.368 6.015 0.116
H -9.461 -5.747 3.483 0.088
H -10.053 -4.063 3.433 0.088
H -9.969 -5.027 4.974 0.085
C 1.995 4.619 -1.928 -0.076
O 3.201 4.056 -2.406 -0.235
C 3.973 3.425 -1.383 -0.146
C 5.270 2.953 -2.152 -0.172
N 5.171 1.644 -2.775 -0.055
C 6.351 1.440 -3.661 -0.142
C 6.432 -0.087 -4.127 -0.155
O 7.114 -0.771 -3.067 -0.238
C 7.265 -2.134 -3.373 -0.112
H 1.352 3.842 -1.515 0.088
H 1.406 5.012 -2.757 0.088
H 2.184 5.446 -1.243 0.095
H 3.490 2.583 -0.887 0.114
H 4.302 4.173 -0.662 0.119
H 6.029 2.854 -1.376 0.096
H 5.666 3.682 -2.860 0.129
H 5.375 1.016 -2.011 0.064
H 7.315 1.636 -3.192 0.118
H 6.310 1.977 -4.608 0.116
H 7.089 -0.223 -4.987 0.117
H 5.454 -0.526 -4.328 0.119
H 7.939 -2.264 -4.219 0.086
H 6.305 -2.603 -3.591 0.092
H 7.743 -2.784 -2.640 0.090
C -2.672 -1.102 -2.453 -0.078
O -3.994 -1.602 -2.728 -0.217
C -4.971 -0.630 -3.053 -0.193
C -6.334 -1.417 -3.348 -0.195
N -6.361 -2.000 -4.678 -0.077
C -7.371 -3.082 -4.706 -0.173
C -7.328 -3.677 -6.178 -0.235
O -6.169 -4.406 -6.483 -0.183
C -6.234 -5.081 -7.755 -0.098
H -1.867 -1.815 -2.274 0.074
H -2.704 -0.401 -1.619 0.070
H -2.403 -0.570 -3.365 0.083
H -4.678 -0.039 -3.921 0.106
H -5.134 0.055 -2.221 0.098
H -7.161 -0.709 -3.393 0.110
H -6.533 -2.068 -2.496 0.108
H -5.520 -2.512 -4.904 0.099
H -8.294 -2.521 -4.561 0.114
H -7.206 -3.863 -3.964 0.116
H -7.506 -2.904 -6.926 0.117
H -8.218 -4.295 -6.302 0.105
H -7.137 -5.690 -7.802 0.079
H -5.411 -5.781 -7.905 0.083
H -6.242 -4.482 -8.666 0.083
O 0.596 -3.907 -5.057 -0.059
C 0.195 -2.602 -4.620 -0.217
C 1.073 -1.931 -3.554 -0.275
O 0.567 -0.718 -3.164 -0.076
H -0.101 -4.199 -5.649 0.080
H 0.191 -1.918 -5.468 0.114
H -0.821 -2.603 -4.225 0.104
H 2.134 -1.842 -3.784 0.122
H 1.184 -2.544 -2.659 0.105
H 1.328 -0.133 -3.182 0.029
O 7.539 -2.270 0.637 -0.073
C 6.314 -1.743 1.215 -0.190
C 5.426 -0.996 0.100 -0.187
O 6.115 0.001 -0.662 -0.099
H 8.179 -1.556 0.684 0.078
H 5.639 -2.533 1.545 0.108
H 6.502 -1.096 2.071 0.108
H 4.550 -0.636 0.639 0.087
H 5.059 -1.750 -0.596 0.116
H 6.765 -0.393 -1.248 0.055
O 2.509 1.157 -3.545 -0.112
C 2.339 1.306 -4.942 -0.197
C 2.066 2.816 -5.244 -0.236
O 3.253 3.497 -5.030 -0.054
H 3.283 1.673 -3.310 0.030
H 3.251 0.935 -5.410 0.116
H 1.532 0.666 -5.300 0.110
H 1.177 3.173 -4.723 0.101
H 1.827 2.911 -6.303 0.116
H 3.326 3.501 -4.073 0.022
O -0.575 -0.845 1.055 -0.099
C -0.115 -0.051 -0.041 -0.213
C 1.363 0.302 0.168 -0.188
O 1.577 1.294 1.223 -0.093
H -0.726 -0.263 1.803 0.011
H -0.304 -0.674 -0.915 0.089
H -0.704 0.866 -0.007 0.102
H 1.771 0.786 -0.719 0.097
H 1.886 -0.644 0.300 0.098
H 1.581 0.904 2.100 0.001


# 2
92
Properties=species:S:1:pos:R:3:lowdin_charge:R:1 method="wB97M-V/def2-TZVPD" charge=-1 orbital_gap_ha="0.184 / 0.183"
Ca -0.009 0.262 -1.229 1.136
C 0.938 -6.344 -2.305 -0.091
C -0.459 -6.386 -2.384 -0.091
C -1.215 -5.227 -2.357 -0.026
C -0.540 -4.020 -2.242 -0.121
C -1.004 -2.628 -2.179 -0.299
N -2.271 -2.261 -2.303 0.201
C -2.720 -1.008 -2.379 -0.279
C -4.099 -0.654 -2.718 -0.106
C -5.233 -1.423 -2.954 -0.022
C -6.402 -0.762 -3.284 -0.094
C -6.441 0.635 -3.388 -0.095
C -5.312 1.401 -3.164 -0.022
C -4.138 0.742 -2.822 -0.105
C -2.781 1.216 -2.545 -0.278
N -2.400 2.491 -2.651 0.198
C -1.155 2.935 -2.584 -0.282
N -0.026 2.227 -2.355 0.014
C 1.075 2.999 -2.484 -0.281
N 2.348 2.633 -2.426 0.199
C 2.792 1.384 -2.281 -0.278
N 2.064 0.260 -2.122 0.014
C 2.853 -0.839 -2.107 -0.280
N 2.478 -2.116 -2.059 0.198
C 1.225 -2.559 -2.066 -0.283
N 0.085 -1.835 -2.052 0.004
C 0.855 -3.977 -2.165 -0.108
C 1.613 -5.140 -2.200 -0.020
C 4.243 -0.394 -2.228 -0.104
C 5.448 -1.084 -2.260 -0.021
C 6.610 -0.345 -2.396 -0.093
C 6.572 1.051 -2.507 -0.093
C 5.373 1.740 -2.483 -0.021
C 4.205 1.002 -2.338 -0.103
C 0.630 4.368 -2.788 -0.102
C 1.326 5.545 -3.017 -0.020
C 0.589 6.683 -3.303 -0.092
C -0.808 6.643 -3.365 -0.092
C -1.502 5.465 -3.144 -0.020
C -0.765 4.327 -2.851 -0.102
N -2.016 0.141 -2.261 0.017
H 1.494 -7.273 -2.328 0.094
H -0.954 -7.346 -2.465 0.095
H -2.294 -5.251 -2.417 0.110
H -5.191 -2.500 -2.878 0.108
H -7.305 -1.330 -3.470 0.094
H -7.374 1.116 -3.652 0.094
H -5.333 2.479 -3.249 0.108
H 2.691 -5.095 -2.144 0.108
H 5.466 -2.162 -2.177 0.108
H 7.567 -0.850 -2.419 0.094
H 7.502 1.596 -2.612 0.094
H 5.335 2.817 -2.570 0.109
H 2.406 5.563 -2.969 0.109
H 1.097 7.622 -3.483 0.095
H -1.351 7.552 -3.593 0.095
H -2.582 5.425 -3.193 0.109
F 2.563 -0.653 2.304 0.081
C 2.667 -0.113 3.527 -0.227
C 1.542 0.399 4.149 -0.123
C 1.739 0.899 5.424 -0.213
F 0.714 1.365 6.151 0.098
C 2.978 0.918 6.046 -0.143
F 3.116 1.408 7.277 0.119
C 4.079 0.408 5.381 -0.141
F 5.270 0.409 5.965 0.130
C 3.924 -0.116 4.109 -0.142
F 4.976 -0.621 3.467 0.123
Ge -0.157 0.351 3.123 0.593
S -0.012 1.437 1.301 0.141
C -0.418 -1.607 3.021 -0.126
C -0.600 -2.337 1.868 -0.202
F -0.676 -1.724 0.676 0.044
C -0.703 -3.723 1.853 -0.120
F -0.868 -4.384 0.704 0.135
C -0.631 -4.421 3.046 -0.132
F -0.734 -5.744 3.053 0.133
C -0.457 -3.727 4.235 -0.140
F -0.401 -4.385 5.392 0.121
C -0.354 -2.349 4.192 -0.223
F -0.226 -1.715 5.374 0.092
C -1.577 1.100 4.266 -0.133
C -1.474 2.424 4.654 -0.248
F -0.383 3.125 4.330 0.088
C -2.443 3.075 5.395 -0.139
F -2.291 4.350 5.755 0.121
C -3.584 2.384 5.768 -0.138
F -4.527 2.989 6.482 0.129
C -3.735 1.062 5.391 -0.142
F -4.831 0.389 5.743 0.117
C -2.735 0.451 4.646 -0.210
F -2.953 -0.826 4.298 0.097


# 3
97
Properties=species:S:1:pos:R:3:lowdin_charge:R:1 method="wB97M-V/def2-TZVPD" charge=0 smiles="CCOB(O)[C@](C#N)(N=C=S)[C@](I)(C#N)C(F)(F)F.O=C1c2ccccc2C(=O)c2ccccc21.O=C1c2ccccc2C(=O)c2ccccc21.O=C1c2ccccc2C(=O)c2ccccc21" orbital_gap_ha=0.304
C 4.374 -0.352 -3.129 -0.075
C 3.701 1.038 -3.589 -0.244
O 2.347 1.259 -3.076 -0.044
B 1.723 2.259 -3.904 -0.599
O 2.581 3.356 -4.373 0.071
C 0.146 2.314 -4.329 -0.291
C 0.049 3.412 -5.533 -0.123
N 0.023 4.205 -6.454 0.175
N -0.777 2.832 -3.250 0.100
C -0.166 2.961 -2.105 -0.550
S 0.391 2.714 -0.540 0.781
C -0.449 0.934 -4.942 -0.564
I 1.037 -0.405 -5.803 1.137
C -1.423 1.373 -6.171 -0.225
N -2.069 1.666 -7.161 0.174
C -1.445 0.149 -3.906 -0.373
F -2.757 0.726 -3.864 0.076
F -1.632 -1.170 -4.485 -0.032
F -0.862 -0.051 -2.626 0.087
H 4.514 -1.001 -4.084 0.083
H 3.745 -0.984 -2.411 0.085
H 5.428 -0.105 -2.744 0.074
H 4.371 1.886 -3.192 0.134
H 3.635 1.015 -4.741 0.097
H 2.704 4.024 -3.661 0.130
O -8.839 0.878 -3.542 0.102
C -8.336 -0.044 -2.922 -0.280
C -7.048 -0.628 -3.359 -0.084
C -6.396 -0.105 -4.478 0.011
C -5.166 -0.622 -4.872 -0.060
C -4.583 -1.662 -4.150 -0.067
C -5.238 -2.197 -3.046 0.011
C -6.475 -1.685 -2.651 -0.085
C -7.172 -2.273 -1.486 -0.280
O -6.697 -3.232 -0.901 0.099
C -8.449 -1.676 -1.037 -0.085
C -9.099 -2.198 0.083 0.002
C -10.282 -1.623 0.533 -0.060
C -10.821 -0.524 -0.134 -0.059
C -10.184 -0.010 -1.259 0.003
C -8.999 -0.589 -1.716 -0.084
H -6.844 0.708 -5.041 0.123
H -4.659 -0.211 -5.740 0.108
H -3.619 -2.057 -4.450 0.092
H -4.780 -3.011 -2.491 0.122
H -8.681 -3.052 0.610 0.121
H -10.784 -2.028 1.406 0.107
H -11.740 -0.069 0.224 0.107
H -10.612 0.845 -1.775 0.121
O 8.696 -5.103 2.510 0.105
C 8.166 -4.287 1.775 -0.279
C 6.967 -4.653 0.987 -0.083
C 6.429 -5.936 1.104 0.005
C 5.280 -6.276 0.397 -0.055
C 4.664 -5.336 -0.427 -0.055
C 5.208 -4.063 -0.560 0.004
C 6.365 -3.721 0.142 -0.083
C 6.945 -2.369 -0.019 -0.273
O 6.449 -1.572 -0.799 0.086
C 8.131 -1.997 0.783 -0.084
C 8.667 -0.713 0.666 0.002
C 9.762 -0.342 1.441 -0.057
C 10.324 -1.252 2.335 -0.055
C 9.801 -2.537 2.443 0.005
C 8.706 -2.914 1.663 -0.084
H 6.902 -6.671 1.749 0.122
H 4.860 -7.272 0.494 0.109
H 3.760 -5.598 -0.968 0.108
H 4.726 -3.337 -1.208 0.112
H 8.231 0.002 -0.024 0.120
H 10.174 0.658 1.352 0.108
H 11.172 -0.959 2.946 0.109
H 10.246 -3.241 3.139 0.122
O -0.142 1.637 7.541 0.103
C -0.536 2.276 6.580 -0.279
C 0.219 2.257 5.306 -0.082
C 1.378 1.486 5.202 0.006
C 2.071 1.432 3.997 -0.054
C 1.609 2.145 2.893 -0.069
C 0.464 2.928 2.999 -0.021
C -0.230 2.991 4.208 -0.080
C -1.436 3.841 4.316 -0.278
O -1.797 4.524 3.372 0.104
C -2.202 3.844 5.582 -0.085
C -3.362 4.614 5.684 0.004
C -4.107 4.597 6.859 -0.056
C -3.696 3.812 7.934 -0.056
C -2.533 3.055 7.840 0.004
C -1.779 3.073 6.665 -0.085
H 1.740 0.923 6.057 0.122
H 2.970 0.828 3.916 0.109
H 2.144 2.092 1.949 0.089
H 0.112 3.486 2.136 0.069
H -3.690 5.224 4.847 0.122
H -5.011 5.193 6.935 0.108
H -4.283 3.792 8.847 0.108
H -2.217 2.448 8.684 0.121


# 4
95
Properties=species:S:1:pos:R:3:lowdin_charge:R:1 method="wB97M-V/def2-TZVPD" charge=+1 orbital_gap_ha=0.278
Bi -0.074 -0.187 -0.262 1.714
O -0.395 2.420 1.017 -0.626
S 0.221 3.015 -0.234 0.885
C 1.279 4.329 0.262 -0.311
C 0.781 5.603 0.401 -0.046
C 1.602 6.708 0.697 0.007
C 2.944 6.494 0.810 -0.135
C 4.077 7.457 1.077 -0.087
C 5.357 6.577 1.072 -0.087
C 4.850 5.165 0.887 -0.141
C 5.502 3.968 0.875 0.009
C 4.730 2.796 0.746 -0.057
C 3.360 2.782 0.578 -0.287
P 2.568 1.127 0.745 1.013
C 2.960 0.681 2.463 -0.355
C 3.068 1.697 3.413 -0.081
C 3.224 1.389 4.758 -0.071
C 3.273 0.064 5.166 -0.069
C 3.148 -0.952 4.229 -0.059
C 2.982 -0.646 2.888 -0.116
C 3.583 0.079 -0.353 -0.393
C 4.599 -0.782 0.054 -0.087
C 5.297 -1.534 -0.882 -0.062
C 4.993 -1.433 -2.232 -0.070
C 3.987 -0.572 -2.651 -0.074
C 3.283 0.171 -1.716 -0.142
C 2.670 4.035 0.488 -0.132
C 3.453 5.182 0.707 -0.082
C -1.094 3.815 -1.117 -0.325
C -0.735 4.715 -2.095 -0.076
C -1.670 5.529 -2.763 0.003
C -2.974 5.441 -2.373 -0.140
C -4.191 6.221 -2.818 -0.088
C -5.356 5.661 -1.960 -0.086
C -4.737 4.542 -1.156 -0.140
C -5.290 3.654 -0.287 0.013
C -4.458 2.638 0.228 -0.058
C -3.106 2.536 -0.019 -0.261
P -2.484 0.876 0.438 1.008
C -3.542 -0.213 -0.562 -0.374
C -3.977 -1.469 -0.144 -0.097
C -4.643 -2.306 -1.029 -0.044
C -4.861 -1.909 -2.338 -0.060
C -4.411 -0.668 -2.773 -0.067
C -3.757 0.177 -1.890 -0.093
C -2.800 0.574 2.185 -0.330
C -1.827 0.894 3.137 -0.082
C -2.071 0.644 4.478 -0.047
C -3.275 0.086 4.880 -0.051
C -4.249 -0.224 3.940 -0.054
C -4.014 0.014 2.597 -0.095
C -2.469 3.560 -0.805 -0.114
C -3.350 4.477 -1.414 -0.078
H -0.277 5.771 0.256 0.120
H 1.163 7.692 0.800 0.123
H 3.936 7.954 2.037 0.126
H 4.113 8.240 0.320 0.124
H 5.925 6.678 1.996 0.123
H 6.028 6.850 0.257 0.125
H 6.574 3.895 1.006 0.123
H 5.247 1.846 0.825 0.111
H 3.037 2.736 3.109 0.103
H 3.312 2.187 5.484 0.106
H 3.401 -0.177 6.213 0.108
H 3.161 -1.987 4.544 0.114
H 2.847 -1.454 2.179 0.106
H 4.857 -0.866 1.102 0.101
H 6.084 -2.200 -0.552 0.111
H 5.539 -2.022 -2.956 0.110
H 3.752 -0.480 -3.704 0.108
H 2.513 0.860 -2.054 0.087
H 0.317 4.851 -2.316 0.123
H -1.337 6.228 -3.519 0.124
H -4.371 6.073 -3.883 0.125
H -4.047 7.291 -2.670 0.123
H -6.176 5.293 -2.576 0.124
H -5.775 6.422 -1.300 0.126
H -6.342 3.668 -0.035 0.125
H -4.936 1.862 0.813 0.106
H -3.784 -1.824 0.858 0.097
H -4.972 -3.278 -0.689 0.119
H -5.379 -2.567 -3.024 0.111
H -4.577 -0.354 -3.795 0.109
H -3.433 1.152 -2.237 0.105
H -0.882 1.318 2.837 0.081
H -1.306 0.872 5.208 0.115
H -3.453 -0.121 5.927 0.113
H -5.187 -0.666 4.249 0.113
H -4.774 -0.253 1.875 0.096
O -0.110 -2.280 3.281 0.158
C -0.261 -1.877 2.170 -0.514
O 0.300 -0.742 1.723 -0.334
C -1.102 -2.634 1.098 -0.546
O -1.767 -3.584 1.379 0.145
O -1.034 -2.090 -0.114 -0.297


| no. | calculated total energy (eV) | F_max (eV/A) |
| --- | --- | --- |
| 1 | -109403.446 | 2.9 |
| 2 | -190589.526 | 1.6 |
| 3 | -100949.750 | 7.1 |
| 4 | -97920.096 | 0.6 |